Here is a structure of composition C32H42N11Ni at a distorted geometry from the Open Molecules 2025 dataset. Energies are from wB97M-V/def2-TZVPD.

XYZ file:
```
86
C32H42N11Ni, DFT wB97M-V/def2-TZVPD
Ni -0.1694 -0.0714 -0.0391
C -2.3869 -6.6989 0.2344
C -2.3104 -5.2022 0.0592
C -3.2946 -4.3476 0.5465
C -3.1783 -2.9789 0.4174
C -2.0975 -2.3576 -0.2294
N -1.9653 -0.9691 -0.2494
C -3.1181 -0.2013 -0.4450
C -4.0995 -0.5743 -1.3781
C -5.2086 0.1999 -1.6550
C -5.4017 1.4312 -1.0346
C -6.5773 2.3197 -1.3601
C -4.4377 1.8269 -0.1248
C -3.3371 1.0278 0.1880
N -2.4618 1.4995 1.2265
C -2.8149 2.2421 2.2968
C -1.6683 2.5505 2.9905
C -0.6434 1.9368 2.2643
N -1.1279 1.3035 1.1991
C -1.1327 -3.2306 -0.7480
C -1.2318 -4.6119 -0.5751
N -0.0300 -2.7504 -1.5376
C 0.5711 -3.4072 -2.5534
C 1.5829 -2.6089 -3.0301
C 1.5195 -1.4553 -2.2435
N 0.5414 -1.5450 -1.3435
H -3.3819 -7.0095 0.5535
H -1.6748 -7.0444 0.9875
H -2.1542 -7.2167 -0.6964
H -4.1594 -4.7598 1.0581
H -3.9419 -2.3402 0.8464
H -3.9632 -1.5118 -1.9054
H -5.9310 -0.1522 -2.3857
H -7.3387 1.7781 -1.9220
H -6.2673 3.1762 -1.9635
H -7.0405 2.7103 -0.4533
H -4.5364 2.7972 0.3545
H -3.8467 2.4716 2.5069
H -1.5864 3.1206 3.9015
H 0.4087 1.8913 2.4953
H -0.4310 -5.2483 -0.9411
H 0.2260 -4.3719 -2.8866
H 2.2586 -2.8205 -3.8435
H 2.1146 -0.5591 -2.3201
C 2.0272 4.2453 -1.6038
N 1.3521 3.2833 -2.4746
C 0.7069 3.8626 -3.6535
C -0.1727 2.7338 -4.1555
N -0.3129 1.8981 -2.9736
C -1.0210 0.6388 -3.1242
C 0.6787 2.1502 -2.0724
N 0.8886 1.3890 -1.0426
C 2.0331 1.6262 -0.1436
C 2.4877 0.3795 0.6002
N 1.3889 -0.3125 1.3026
C 1.6516 -1.1955 2.2249
N 0.6677 -1.7762 2.9617
C -0.7564 -1.6751 2.7165
C 1.1665 -2.9014 3.7289
C 2.6510 -2.6012 3.7894
N 2.8540 -1.7462 2.6217
C 4.2028 -1.2116 2.4864
H 2.0678 5.1903 -2.1400
H 3.0497 3.9651 -1.3746
H 1.4806 4.4165 -0.6759
H 1.4509 4.1784 -4.3819
H 0.1103 4.7341 -3.3695
H 0.2952 2.1746 -4.9713
H -1.1452 3.0823 -4.4950
H -2.0525 0.8416 -3.4111
H -1.0388 0.0781 -2.1986
H -0.5557 0.0208 -3.8988
H 1.7975 2.4044 0.5844
H 2.9225 1.9465 -0.6790
H 3.2496 0.7538 1.2766
H 2.9798 -0.3001 -0.1009
H -0.9940 -0.7433 2.2175
H -1.2760 -1.6975 3.6746
H -1.1194 -2.5047 2.1034
H 0.9599 -3.8470 3.2186
H 0.6978 -2.9317 4.7099
H 3.2638 -3.4965 3.7067
H 2.9266 -2.0756 4.7094
H 4.8831 -1.9679 2.8712
H 4.3533 -0.2987 3.0713
H 4.4767 -1.0335 1.4559
```

The HOMO energy (alpha / beta) comes out at -9.2 / -9.2 eV. The calculation puts the electronic energy at -3355.08007 Ha. The multiplicity is 3. The net charge is +1. As for the HOMO-LUMO gap (alpha / beta): 7.66 / 7.65 eV.